Here is a cluster of 4 separate species, C35H49F2NO12S in total at a distorted geometry from the OMol25 dataset. Energies are from the ωB97M-V functional and the def2-TZVPD basis.

Properties
gap between HOMO and LUMO	0.24726	Eh
molecular weight	745.835	g mol⁻¹
largest force on an atom	8.01	eV/A

```
! wB97M-V def2-TZVPD RIJCOSX def2/J DEFGRID3
* xyz 0 1
S -2.77507 2.64387 -2.61420
F 1.15510 -3.76532 -0.46452
F -0.81561 9.19953 6.31913
O -1.66830 2.12443 -1.61689
O -4.01812 3.08416 -1.75170
O -3.01815 -3.34399 1.08152
O 2.06827 6.32799 -1.17409
O 0.47407 -9.15671 0.57026
O -1.29643 -7.84746 0.16287
O 2.67782 1.59669 1.84278
O 1.48303 2.78253 4.41636
O 4.79714 -5.68088 -1.55950
O 7.02938 -5.85301 -1.60740
O -3.01579 -1.12413 0.78657
O -3.26876 1.31803 -3.57818
N 0.48179 7.88562 0.94268
C -2.13572 4.04047 -3.69160
C -1.49812 5.24343 -2.77622
C -3.55605 0.08419 0.22017
C 1.29351 5.31149 1.06879
C -2.42424 -5.95453 1.19894
C -2.57980 -7.29808 0.51485
C 0.74141 5.34487 4.30349
C 1.64310 5.21999 -0.55733
C -5.06328 -2.40291 0.32462
C 1.45977 0.91849 -2.99837
C 1.75213 0.96885 -1.35295
C 0.67689 -1.21637 -0.03775
C 2.03169 -0.47072 -0.61866
C 1.53417 3.80126 -1.42975
C -4.50920 0.75661 1.18799
C 1.19073 2.32118 -3.85272
C 5.93474 -6.40444 -1.67572
C 0.43176 6.75485 3.46196
C -0.84577 -8.59047 2.46195
C -0.10369 8.14174 4.15197
C 5.83403 -7.89673 -1.79571
C -0.28396 6.04337 -3.53383
C 3.47632 -6.19117 -1.81980
C 1.20640 -2.67550 0.58018
C 1.00024 5.11849 -3.96120
C 2.08067 2.53513 1.10318
C 1.23438 3.78225 -3.04147
C 1.55744 3.89642 1.92057
C -3.62064 -2.33337 0.73134
C 2.90989 -6.87790 -0.59306
C -0.52079 -8.57791 0.99713
C 0.72901 6.67463 1.81787
C 0.26863 8.32256 5.73754
C 1.79461 2.41596 -0.53278
C 1.26689 3.95616 3.53350
H 3.51040 -7.74416 -0.30334
H 1.30856 8.90349 5.81042
H 0.33941 7.32976 6.35236
H -2.46971 0.71327 -3.73575
H 1.45287 -0.10464 -3.60405
H 2.90887 -6.19385 0.26201
H 0.57872 5.33287 5.48456
H 5.91626 -8.34479 -0.80201
H 3.46852 -6.83348 -2.70547
H -4.00899 0.95530 2.14161
H -0.03596 -1.48788 -0.93810
H -1.15848 4.92305 -1.70111
H -5.37131 0.12227 1.41012
H 0.44382 9.03249 3.57580
H -0.26646 -7.81282 2.96654
H -3.16478 -8.00863 1.10642
H 2.85336 -5.32336 -2.06387
H 0.13147 -0.60203 0.79881
H -3.40274 -5.51491 1.41302
H -0.56966 -9.56918 2.86885
H -3.05831 4.50826 -4.26651
H 1.00211 2.30016 -5.03140
H -2.70301 0.74763 0.03880
H -5.36688 -1.61232 -0.35868
H -0.11778 8.60585 1.40130
H 1.88519 -7.21346 -0.77727
H 2.45845 -1.19569 -1.46464
H 2.90552 -0.41519 0.19164
H -1.34860 3.70319 -4.49339
H 6.66067 -8.24971 -2.42161
H -1.85895 -5.26488 0.56341
H -5.69161 -2.37942 1.21882
H -1.90393 -8.45989 2.67950
H -4.87285 1.70278 0.77682
H -3.12422 -7.15978 -0.42601
H 0.67660 2.20398 4.26626
H 0.03603 6.97211 -2.86634
H 2.36094 -2.60570 0.87527
H -0.75066 6.51889 -4.52443
H -5.22705 -3.34567 -0.20835
H 0.95521 4.85338 -5.12439
H -2.37678 6.03487 -2.61424
H -1.87197 -6.04257 2.13820
H -1.26539 8.33861 3.96436
H 1.96739 5.80206 -3.84825
H 1.40978 8.25802 0.64427
H 0.64735 -2.98655 1.56291
H -4.01003 -0.10623 -0.75691
H 4.92109 -8.23916 -2.27879
*
```